Version A
Below is the molecule C5H6O2, with properties calculated with ωB97M-V/def2-TZVPD.

Computed properties:
- 2S+1 = 1
- E_HOMO (eV) = -9.014
- structure (SMILES) = O[C@@H]1[C@@H]2C=CO[C@H]12
- HOMO-LUMO gap (eV) = 9.913

Each line ends with the Mulliken charge.
Geometry (Å):
C  -0.92  -0.52  -0.99  -0.383
O  -0.73  0.48  1.12  -0.478
C  0.50  -0.84  -0.50  -0.343
C  1.32  0.39  -0.07  -0.235
O  0.97  1.81  -0.36  -0.604
C  -1.60  0.00  0.06  -0.093
H  -0.07  1.60  0.12  0.419
H  -2.75  0.14  0.51  0.292
C  0.48  -0.27  0.97  -0.175
H  -1.49  -0.84  -1.96  0.297
H  2.45  0.28  0.01  0.306
H  0.95  -1.70  -0.80  0.475
H  0.88  -0.53  1.88  0.523

---

Version B
Below is a structure of composition C5H6O2, with properties calculated with ωB97M-V/def2-TZVPD.

Computed properties:
- 2S+1 = 1
- E_HOMO (eV) = -9.010
- HOMO-LUMO gap (eV) = 9.801

Each line ends with the Mulliken charge.
Geometry (Å):
C  -0.21  -0.37  0.36  -0.859
H  -2.50  -0.58  -0.63  0.336
C  0.23  1.08  -0.06  0.069
H  1.30  -1.29  1.44  0.515
H  -1.78  1.47  1.00  0.355
H  -0.12  -1.22  -1.86  0.398
C  -0.28  -0.37  -1.21  0.105
C  -1.21  1.05  0.18  -0.304
O  0.51  0.79  -1.42  -0.372
H  2.60  -1.12  0.68  0.300
O  2.27  -1.37  1.55  -0.646
C  -1.58  0.00  -0.65  -0.268
H  0.92  1.72  0.49  0.371

---

Result of the stability comparison: version A is the most stable of them.

---

Version A
Below is a cluster of 2 separate species, C5H6O2 in total, with properties calculated with ωB97M-V/def2-TZVPD.

Computed properties:
- 2S+1 = 1
- E_HOMO (alpha / beta) (eV) = -9.903 / -9.129
- HOMO-LUMO gap (alpha / beta) (eV) = 8.269 / 7.043

Each line ends with the Mulliken charge.
Geometry (Å):
C  2.12  -0.85  0.98  0.053
H  -1.11  0.77  -1.83  0.340
H  -1.60  -1.42  -1.04  0.300
C  0.34  1.55  -0.41  0.117
C  -1.06  -0.82  -0.29  -0.250
H  -1.45  0.00  1.38  0.339
O  -1.98  -0.44  0.70  -0.504
O  0.71  1.64  0.75  -0.428
C  1.63  -0.23  0.05  -0.650
H  0.60  2.37  -1.13  0.327
H  -0.26  -1.46  0.10  0.215
C  -0.50  0.44  -0.96  -0.262
H  2.56  -1.53  1.68  0.401

---

Version B
Below is the molecule C5H6O2, with properties calculated with ωB97M-V/def2-TZVPD.

Computed properties:
- 2S+1 = 1
- E_HOMO (eV) = -9.826
- structure (SMILES) = O=CCC#CCO
- HOMO-LUMO gap (eV) = 10.503

Each line ends with the Mulliken charge.
Geometry (Å):
C  1.61  -1.05  -0.17  -0.018
H  2.39  0.20  1.42  0.299
H  -2.82  0.87  0.17  0.319
C  0.25  0.38  1.20  -0.293
C  -1.83  1.09  -0.25  -0.572
H  1.48  -1.22  1.98  0.292
C  -0.76  0.82  0.72  0.391
O  2.38  -1.95  -0.41  -0.474
H  -1.82  2.13  -0.58  0.279
C  1.49  -0.41  1.24  -0.371
O  -1.60  0.30  -1.41  -0.498
H  -1.93  -0.59  -1.23  0.311
H  0.92  -0.60  -0.92  0.335

---

Version C
Below is a cluster of 2 separate species, C5H6O2 in total, with properties calculated with ωB97M-V/def2-TZVPD.

Computed properties:
- 2S+1 = 1
- E_HOMO (eV) = -9.861
- HOMO-LUMO gap (eV) = 10.218

Each line ends with the Mulliken charge.
Geometry (Å):
C  0.67  1.80  -0.19  -0.620
C  0.02  0.71  -0.60  -0.257
C  -0.59  -0.23  0.39  0.836
H  -2.28  -1.49  0.70  0.333
O  3.23  -0.55  1.08  -0.150
H  -2.26  -0.71  -0.91  0.344
H  -1.17  -2.06  -0.56  0.275
O  -0.24  -0.23  1.55  -0.564
C  2.54  -1.08  0.35  0.152
C  -1.65  -1.17  -0.13  -1.178
H  -0.12  0.50  -1.66  0.285
H  1.09  2.52  -0.88  0.275
H  0.77  1.99  0.88  0.268

---

Version D
Below is the molecule C5H6O2, with properties calculated with ωB97M-V/def2-TZVPD.

Computed properties:
- 2S+1 = 1
- E_HOMO (eV) = -9.498
- structure (SMILES) = O=CCC#CCO
- HOMO-LUMO gap (eV) = 9.964

Each line ends with the Mulliken charge.
Geometry (Å):
O  2.54  0.81  -0.82  -0.500
H  -2.10  0.60  1.61  0.292
H  2.13  1.63  -0.53  0.320
C  0.92  -0.19  0.59  0.237
C  2.32  -0.15  0.19  -0.403
H  -2.06  -0.66  -1.24  0.310
H  2.60  -1.12  -0.23  0.274
H  -1.15  -1.04  0.73  0.179
O  -3.75  0.10  -0.41  -0.475
H  2.94  0.02  1.08  0.272
C  -0.24  0.14  0.59  -0.009
C  -2.57  -0.14  -0.40  0.085
C  -1.66  0.05  0.76  -0.581

---

Result of the stability comparison: version C is the most stable of them.

---

Version A
Below is the molecule C6H12O, with properties calculated with ωB97M-V/def2-TZVPD.

Computed properties:
- 2S+1 = 1
- E_HOMO (eV) = -9.622
- structure (SMILES) = C=CCCCCO
- HOMO-LUMO gap (eV) = 10.542

Each line ends with the Mulliken charge.
Geometry (Å):
H  1.07  0.12  3.43  0.255
C  -0.21  1.08  0.41  -0.656
H  0.95  -0.90  -2.14  0.386
H  1.27  -1.18  -0.52  0.483
O  -1.94  -0.94  -1.63  -0.513
C  0.53  0.78  -0.90  -0.401
C  -0.78  -1.58  -1.13  -0.349
H  -0.69  -2.64  -1.45  0.304
C  0.28  0.32  1.60  0.098
H  0.31  -0.75  1.57  0.187
H  -1.06  -1.52  -0.07  0.161
C  0.60  0.86  2.77  -0.877
C  0.51  -0.77  -1.14  -0.960
H  -1.27  1.16  0.33  0.376
H  0.08  1.30  -1.74  0.327
H  -0.04  2.14  0.67  0.338
H  -1.75  -0.43  -2.41  0.299
H  1.65  1.01  -0.56  0.243
H  0.49  1.92  2.92  0.299

---

Version B
Below is a cluster of 2 separate species, C6H12O in total, with properties calculated with ωB97M-V/def2-TZVPD.

Computed properties:
- 2S+1 = 1
- E_HOMO (eV) = -9.475
- structure (SMILES) = CCC(C)=O.C=C
- HOMO-LUMO gap (eV) = 10.423

Each line ends with the Mulliken charge.
Geometry (Å):
H  1.74  -0.82  0.98  0.257
C  -0.21  -0.20  -1.25  -0.396
H  3.00  0.04  0.06  0.383
H  -1.72  -1.73  -0.90  0.322
C  -0.64  -1.60  -0.81  -1.249
H  -2.46  0.71  0.83  0.286
H  -1.28  -0.09  2.00  0.232
C  -1.56  0.79  1.42  -0.550
O  1.16  1.63  -0.60  -0.586
C  2.05  -0.50  -0.02  -1.187
C  1.01  0.43  -0.60  0.724
H  0.11  1.96  1.98  0.263
C  -0.82  1.89  1.42  -0.490
H  0.09  -0.22  -2.31  0.426
H  -0.17  -2.37  -1.43  0.385
H  -0.38  -1.82  0.24  0.314
H  -1.03  0.53  -1.19  0.297
H  -1.07  2.75  0.81  0.243
H  2.18  -1.40  -0.63  0.326

---

Result of the stability comparison: version B is the most stable of them.

---

Version A
Below is a cluster of 2 separate species, C6H12O in total, with properties calculated with ωB97M-V/def2-TZVPD.

Computed properties:
- 2S+1 = 1
- E_HOMO (eV) = -9.679
- structure (SMILES) = CC[C@H]1C[C@H]1C=O.[H][H]
- HOMO-LUMO gap (eV) = 10.779

Each line ends with the Mulliken charge.
Geometry (Å):
H  0.97  2.62  0.66  -0.052
H  -0.80  -0.27  -2.15  0.385
H  1.76  -1.53  0.24  0.273
H  1.72  -1.86  1.98  0.362
H  0.54  0.29  1.48  0.152
H  0.63  -2.73  0.89  0.322
O  1.11  1.39  -2.52  -0.502
C  -0.43  0.16  -1.22  0.198
C  0.89  0.82  -1.47  -0.431
C  -0.87  -0.53  0.06  -0.028
H  0.79  2.94  0.03  0.064
C  0.04  -0.66  1.26  -0.460
H  -1.22  1.66  0.25  0.192
C  1.10  -1.76  1.09  -1.145
H  -0.58  -0.89  2.14  0.341
H  -2.52  0.80  -0.70  0.260
H  -1.48  -1.41  -0.12  0.357
C  -1.49  0.77  -0.32  -0.752
H  1.71  0.77  -0.73  0.463

---

Version B
Below is a cluster of 2 separate species, C6H12O in total, with properties calculated with ωB97M-V/def2-TZVPD.

Computed properties:
- 2S+1 = 1
- E_HOMO (alpha / beta) (eV) = -8.081 / -7.988
- HOMO-LUMO gap (alpha / beta) (eV) = 7.852 / 8.296

Each line ends with the Mulliken charge.
Geometry (Å):
H  2.98  1.01  -0.86  0.338
H  -2.19  1.34  -0.79  0.339
O  0.44  -0.70  1.22  -0.538
H  1.90  -1.36  -0.28  0.390
C  2.14  0.83  -0.17  -0.900
H  -0.58  1.59  -1.47  0.357
C  -1.73  -0.88  1.55  -0.984
H  1.16  -0.45  -1.61  0.412
H  -2.40  -1.64  1.96  0.293
C  -0.84  -0.36  -0.64  -0.098
H  -0.79  1.57  0.30  0.340
H  -1.17  -0.89  -1.55  0.458
H  -0.67  -2.23  0.33  0.256
H  1.49  1.71  -0.25  0.220
C  -0.69  -1.16  0.60  0.492
C  1.40  -0.43  -0.54  -0.590
H  2.52  0.79  0.85  0.276
C  -1.12  1.11  -0.64  -1.358
H  -1.88  0.14  1.88  0.296

---

Result of the stability comparison: version A is the most stable of them.